Here is a structure of composition C44H71BrN8O4PbSSi at a distorted geometry from the Open Molecules 2025 dataset. Energies are from ωB97M-V/def2-TZVPD.

Last column: Mulliken charge in e.
Geometry (Å):
Pb1 -0.7936 -0.0912 1.0737  0.75
C1 -3.4020 3.2232 1.3171  -1.04
N1 -2.1684 3.1802 2.1103  0.50
C2 -1.1355 4.1439 1.6599  -0.83
C3 -2.2398 2.9533 3.4190  0.68
C4 -3.4409 3.0529 4.1576  -0.58
C5 -3.3797 3.1819 5.5164  -0.63
C6 -2.1328 3.2309 6.2314  -0.71
C7 -0.9888 2.9384 5.5887  -1.15
C8 -1.0295 2.5690 4.1825  0.21
N2 -0.2007 1.8130 3.5365  0.40
C9 0.7784 1.0436 4.1312  0.72
C10 0.7716 0.6892 5.5011  -1.51
C11 1.7988 -0.0237 6.0685  -1.04
C12 2.8561 -0.4372 5.2673  -0.93
C13 2.8249 -0.2143 3.8990  -0.44
C14 1.7878 0.4867 3.2949  0.47
N3 1.7409 0.6032 1.8649  1.58
C15 2.1223 1.9526 1.3932  -0.71
C16 2.5614 -0.4108 1.1642  -0.72
H1 -3.9372 4.1683 1.4509  0.38
H2 -3.1274 3.1285 0.2685  0.29
H3 -4.0540 2.3968 1.5877  0.36
H4 -1.4226 5.1474 1.9829  0.33
H5 -0.1655 3.8952 2.0729  0.16
H6 -1.0739 4.1168 0.5784  0.30
H7 -4.3867 3.1771 3.6492  0.53
H8 -4.3013 3.3581 6.0583  0.48
H9 -2.1262 3.5048 7.2784  0.48
H10 -0.0314 2.9889 6.0907  0.84
H11 -0.0916 0.9276 6.1036  0.68
H12 1.7738 -0.2699 7.1216  0.45
H13 3.6892 -0.9749 5.7015  0.46
H14 3.6250 -0.6149 3.2968  0.55
H15 3.1627 2.1678 1.6596  0.33
H16 2.0133 1.9903 0.3099  0.11
H17 1.4780 2.7062 1.8385  -0.20
H18 3.6292 -0.1736 1.2110  0.47
H19 2.3868 -1.3983 1.5886  0.49
H20 2.2537 -0.4348 0.1160  -0.78
C17 -4.0685 -1.9926 1.0341  -0.84
N4 -5.0644 -2.8516 1.6447  0.07
C18 -5.6511 -2.1661 2.7966  -0.73
N5 -4.6277 -1.8119 3.7972  0.15
C19 -3.6413 -0.9684 3.1554  -0.47
N6 -2.9950 -1.6157 1.9961  0.75
C20 -2.3785 -2.8863 2.4761  -0.32
N7 -3.3512 -3.7587 3.1011  0.17
C21 -4.4057 -4.0772 2.1240  -0.70
C22 -3.9609 -3.0537 4.2304  -0.72
H21 -4.5543 -1.0771 0.6828  0.32
H22 -3.6115 -2.5080 0.1878  0.22
H23 -6.3841 -2.8221 3.2633  0.34
H24 -6.1556 -1.2564 2.4632  0.33
H25 -2.8652 -0.7028 3.8841  0.13
H26 -4.1324 -0.0514 2.8104  0.02
H27 -1.6005 -2.6381 3.2060  0.30
H28 -1.9228 -3.3932 1.6234  -0.35
H29 -5.1491 -4.7085 2.6086  0.38
H30 -3.9717 -4.6189 1.2838  0.26
H31 -3.1878 -2.8032 4.9603  0.34
H32 -4.6958 -3.7028 4.7039  0.38
C23 5.0710 -3.8812 1.4030  -1.47
C24 3.6907 -4.4040 1.0915  0.97
C25 3.4066 -4.9686 -0.1480  -0.83
C26 2.1372 -5.4437 -0.4453  -0.77
C27 1.1322 -5.3308 0.5084  0.03
C28 1.3954 -4.7845 1.7601  -0.51
C29 2.6747 -4.3338 2.0438  -0.66
S1 -0.5347 -5.7664 0.1093  1.28
O1 -0.5311 -6.8135 -0.8646  -0.73
O2 -1.2407 -5.8847 1.3485  -0.67
N8 -1.1436 -4.4157 -0.6307  0.17
C30 -0.7568 -4.1895 -2.0423  -0.57
C31 -0.6174 -2.6989 -2.3549  -0.95
C32 0.2443 -1.9588 -1.3537  0.72
O3 1.3296 -1.4843 -1.6627  -0.67
O4 -0.2595 -1.9363 -0.1419  0.23
H33 5.8230 -4.3444 0.7658  0.42
H34 5.3368 -4.0685 2.4433  0.38
H35 5.1179 -2.8007 1.2379  0.21
H36 4.1926 -5.0462 -0.8915  0.42
H37 1.9396 -5.9359 -1.3890  0.59
H38 0.6039 -4.7458 2.4983  0.65
H39 2.8937 -3.9293 3.0269  0.49
H40 -0.9155 -3.6043 -0.0611  -0.38
H41 -1.5068 -4.6361 -2.6896  0.37
H42 0.1920 -4.6733 -2.2784  0.32
H43 -1.5958 -2.2096 -2.3746  0.31
H44 -0.1526 -2.6138 -3.3319  0.29
C33 2.4925 4.3977 -2.8896  -1.87
C34 1.3465 4.1250 -3.8791  2.69
C35 1.5582 4.9791 -5.1470  -1.86
C36 0.0405 4.5535 -3.1746  -1.81
Si1 1.3128 2.3368 -4.4625  -1.37
Br1 -0.5979 1.3851 -1.1123  -0.16
C37 -0.0607 1.8366 -5.6332  2.42
C38 -0.4284 0.3491 -5.4901  -1.96
C39 0.4501 2.1133 -7.0630  -1.72
C40 -1.3404 2.6500 -5.3750  -1.91
C41 2.7965 1.2435 -4.1480  2.71
C42 2.5984 -0.2000 -4.6359  -2.07
C43 3.9700 1.8697 -4.9337  -1.78
C44 3.1148 1.1730 -2.6385  -1.72
H45 2.5181 5.4736 -2.6913  0.63
H46 3.4721 4.1168 -3.2741  0.39
H47 2.3268 3.8902 -1.9374  0.23
H48 1.5842 6.0310 -4.8479  0.48
H49 0.7473 4.8632 -5.8699  0.36
H50 2.5037 4.7547 -5.6510  0.39
H51 0.2172 5.5334 -2.7204  0.53
H52 -0.2507 3.8611 -2.3819  0.26
H53 -0.7926 4.6592 -3.8632  0.31
H54 -0.7134 0.1067 -4.4644  0.38
H55 0.3688 -0.3184 -5.8002  0.35
H56 -1.2921 0.1531 -6.1323  0.61
H57 1.3625 1.5549 -7.2977  0.37
H58 0.6406 3.1732 -7.2456  0.36
H59 -0.3226 1.7881 -7.7659  0.49
H60 -1.7084 2.5266 -4.3531  0.33
H61 -2.1159 2.2846 -6.0542  0.63
H62 -1.2061 3.7119 -5.5799  0.36
H63 2.4257 -0.2560 -5.7126  0.47
H64 1.7951 -0.7080 -4.1007  0.19
H65 3.5239 -0.7454 -4.4288  0.64
H66 3.7936 1.8551 -6.0141  0.43
H67 4.8635 1.2689 -4.7404  0.47
H68 4.1941 2.8972 -4.6405  0.35
H69 2.2781 0.7502 -2.0739  0.03
H70 3.3896 2.1375 -2.2153  0.35
H71 3.9686 0.4996 -2.5126  0.65

frontier orbital gap = 4.9 eV
multiplicity = 1
total energy = -160880.5714 eV
highest occupied orbital energy = -12.46 eV
total charge = +2

Here is a structure of composition C44H72Cl19F8IN4O3P at a distorted geometry from the Open Molecules 2025 dataset. Energies are from ωB97M-V/def2-TZVPD.

Last column: Mulliken charge in e.
Geometry (Å):
C1 0.5880 4.3110 -0.0721  -1.12
C2 1.4215 3.4515 -0.1685  -1.22
C3 2.3781 2.3610 -0.3553  -2.13
C4 2.2800 1.3887 -1.5681  4.02
P1 4.1602 0.9593 -1.5067  -0.53
C5 4.6291 0.5999 0.2568  -1.04
O1 4.4098 -0.4888 -2.3272  -0.59
C6 1.2071 0.2546 -1.2796  -1.85
I1 -0.2237 0.5351 0.4216  0.68
C7 1.4470 -1.2370 -1.0809  0.78
C8 2.6047 -1.8713 -0.6792  0.38
C9 2.6738 -3.2443 -0.4756  -1.32
C10 1.5164 -3.9592 -0.6915  -0.85
N1 0.3558 -3.4053 -1.0515  -0.23
C11 0.3446 -2.0988 -1.2297  -0.47
C12 0.2303 0.5470 -2.5185  1.12
Cl1 -0.9082 1.8407 -1.9364  -0.09
N2 1.0423 1.0111 -3.6728  1.26
C13 -0.0239 1.4971 -4.6371  -0.79
C14 0.3256 1.7308 -6.1092  -1.23
N3 0.2215 3.1679 -6.4530  -0.56
C15 1.6560 -0.2370 -4.2541  -1.14
C16 0.7888 -1.4219 -4.5860  -0.88
O2 0.0128 -1.2663 -5.7666  -0.37
C17 -0.9172 -2.3057 -5.9512  -1.13
C18 -2.3121 -1.6910 -6.1757  1.19
F1 -2.1905 -0.5110 -6.8083  -0.24
F2 -3.0047 -2.5125 -6.9927  -0.34
C19 -3.1303 -1.5600 -4.8653  0.27
F3 -2.3134 -1.2633 -3.8128  -0.21
F4 -3.6509 -2.7689 -4.6100  -0.36
C20 -4.3118 -0.5403 -4.8916  0.58
F5 -4.8469 -0.4951 -6.1191  -0.30
F6 -5.2710 -1.0199 -4.0722  -0.31
C21 -3.9730 0.8609 -4.3656  0.15
F7 -3.0131 1.4447 -5.1210  -0.17
F8 -5.0759 1.6235 -4.4499  -0.30
C22 2.0743 1.9751 -3.0639  1.77
C23 1.5977 3.4286 -3.2175  -1.60
C24 2.5477 4.5982 -2.9301  -1.90
O3 3.5865 4.4065 -1.9744  -0.52
C25 3.3846 1.9884 -3.9168  -3.26
N4 3.1736 2.5196 -5.2957  0.13
C26 4.3294 3.3332 -5.7336  -1.10
H1 -0.1548 5.0579 -0.1581  0.71
H2 2.3433 1.7689 0.5614  1.06
H3 3.3554 2.8494 -0.3064  1.14
H4 5.0426 1.5033 0.6926  0.35
H5 3.8199 0.1923 0.8583  0.29
H6 5.4342 -0.1350 0.1930  0.50
H7 5.2726 -0.8319 -2.0658  0.38
H8 3.4870 -1.2968 -0.4761  0.28
H9 3.5791 -3.7323 -0.1517  0.64
H10 1.5406 -5.0272 -0.5128  0.43
H11 -0.6384 -1.7081 -1.4753  0.80
H12 -0.5301 -0.1831 -2.7357  -0.59
H13 -0.8481 0.7926 -4.6372  -0.19
H14 -0.5030 2.4173 -4.3293  1.03
H15 -0.4051 1.2103 -6.7248  0.34
H16 1.2920 1.3757 -6.4442  0.52
H17 -0.6604 3.3234 -6.9228  0.26
H18 0.9513 3.4200 -7.1046  0.21
H19 2.3692 -0.6082 -3.5132  0.32
H20 2.2865 -0.0289 -5.1118  0.94
H21 1.4898 -2.2483 -4.7613  0.67
H22 0.1492 -1.7865 -3.7805  0.08
H23 -0.9316 -3.0348 -5.1398  0.43
H24 -0.7002 -2.8442 -6.8759  0.45
H25 -3.6702 0.8192 -3.3181  0.26
H26 1.2368 3.6240 -4.2278  0.12
H27 0.6952 3.6037 -2.6442  0.83
H28 2.9893 4.9403 -3.8683  0.68
H29 1.9323 5.4414 -2.6107  0.40
H30 4.3984 4.7462 -2.3552  0.40
H31 3.8174 0.9990 -4.0659  1.01
H32 4.1478 2.6108 -3.4776  0.89
H33 3.2318 1.7264 -5.9238  0.32
H34 4.0163 3.8951 -6.6119  0.33
H35 4.6127 4.0706 -4.9849  0.40
H36 5.2113 2.7280 -5.9566  0.32
Cl2 1.2904 0.4618 3.4338  0.18
C27 2.2825 0.3562 4.9133  -0.77
C28 3.7321 0.6778 4.6628  -0.58
Cl3 4.5397 -0.5778 3.6827  -0.20
H37 2.1628 -0.6439 5.3240  0.38
H38 1.8681 1.0725 5.6220  0.34
H39 4.2659 0.7289 5.6101  0.44
H40 3.8463 1.6304 4.1509  0.26
Cl4 -3.2278 -4.9290 1.0208  -0.18
C29 -3.0700 -4.9249 -0.7512  0.26
C30 -2.7864 -6.2851 -1.3367  -0.57
Cl5 -1.1684 -6.8769 -0.8861  -0.11
H41 -2.2765 -4.2217 -0.9981  -0.36
H42 -4.0088 -4.5467 -1.1542  0.35
H43 -2.8178 -6.2119 -2.4228  0.25
H44 -3.5094 -7.0331 -1.0217  0.39
Cl6 2.3775 -7.2717 -0.8561  -0.24
C31 2.5868 -7.0843 -2.6140  -0.30
C32 2.9310 -8.3919 -3.2797  -0.63
Cl7 4.5594 -8.9600 -2.8326  -0.19
H45 3.3545 -6.3324 -2.7824  0.36
H46 1.6429 -6.7056 -3.0067  0.25
H47 2.9218 -8.2667 -4.3612  0.39
H48 2.2191 -9.1706 -3.0166  0.36
Cl8 -2.6524 7.5432 1.9685  -0.21
C33 -1.5097 7.2495 3.3083  0.53
C34 -0.0808 7.4794 2.8940  -0.69
Cl9 0.4778 6.2445 1.7265  -0.09
H49 -1.6592 6.2331 3.6604  -0.59
H50 -1.7752 7.9362 4.1102  0.35
H51 0.5693 7.4164 3.7652  0.29
H52 0.0499 8.4572 2.4372  0.40
Cl10 -0.6048 4.2042 4.4679  -0.21
C35 -2.2959 3.6346 4.5821  -0.21
C36 -2.3730 2.1329 4.6109  -0.66
Cl11 -1.9004 1.4133 3.0467  -0.21
H53 -2.8500 4.0464 3.7411  0.42
H54 -2.7099 4.0456 5.5002  0.09
H55 -3.3927 1.8143 4.8110  0.26
H56 -1.7271 1.7163 5.3806  0.28
Cl12 0.9096 -3.5930 3.1507  -0.09
C37 -0.3604 -3.9404 4.3497  -0.58
C38 -1.2826 -2.7646 4.5458  -0.44
Cl13 -0.4686 -1.3947 5.3501  -0.16
H57 0.1240 -4.2293 5.2789  0.35
H58 -0.9272 -4.7922 3.9768  0.31
H59 -2.1170 -3.0557 5.1816  0.38
H60 -1.6779 -2.4089 3.5975  0.21
Cl14 -3.9089 6.0390 7.5800  -0.19
C39 -5.6065 5.5094 7.7426  -0.24
C40 -5.7242 4.0112 7.8056  -0.44
Cl15 -5.3068 3.2491 6.2432  -0.19
H61 -6.1678 5.9184 6.9063  0.38
H62 -5.9914 5.9426 8.6625  0.08
H63 -6.7509 3.7305 8.0335  0.37
H64 -5.0786 3.5876 8.5645  0.20
Cl16 1.4416 -12.0828 -0.0231  -0.19
C41 2.5602 -10.8724 0.6575  0.05
C42 3.8646 -11.4841 1.0970  -0.44
Cl17 3.6686 -12.5386 2.5200  -0.19
H65 2.0551 -10.3757 1.4823  0.33
H66 2.7439 -10.1385 -0.1246  -0.17
H67 4.5603 -10.6954 1.3791  0.28
H68 4.3146 -12.0729 0.3017  0.33
Cl18 -8.3901 5.6011 10.7095  -0.18
C43 -7.4241 5.5194 12.2073  -0.39
C44 -5.9667 5.7955 11.9484  -0.52
Cl19 -5.2014 4.4874 11.0077  -0.17
H69 -7.5719 4.5379 12.6498  0.31
H70 -7.8246 6.2691 12.8873  0.30
H71 -5.4283 5.8669 12.8916  0.36
H72 -5.8287 6.7262 11.4034  0.32

frontier orbital gap = 7.8 eV
multiplicity = 1
total energy = -335944.6765 eV
highest occupied orbital energy = -10.42 eV
total charge = +1